9
Properties=species:S:1:pos:R:3:forces:R:3:mulliken_charge:R:1 method="wB97M-V/def2-TZVPD" molar_mass_da=121.5 de_lowest_kcal_mol=50.0 orbital_gap_ha="0.27686 / 0.28484" homo_ev="-3.983 / -4.203" charge=-1 energy_ha=-797.53428
C 1.752 -0.100 0.042 -1.831 -0.439 1.131 0.544
C 0.340 0.037 0.658 1.316 -1.909 1.524 -0.227
N -2.492 -0.155 -0.872 0.085 1.119 -0.919 -0.098
N -2.126 -1.157 -0.434 0.573 0.056 0.260 -0.217
O 2.501 -0.722 0.783 1.397 -1.115 1.159 -0.706
O 1.922 0.431 -1.031 0.563 1.107 -2.386 -0.687
Cl -0.389 1.468 0.229 -0.749 1.039 0.408 -0.224
H 0.215 -0.522 1.666 -0.429 1.488 -1.734 0.333
H -1.724 0.719 -1.041 -0.925 -1.346 0.558 0.282



54
Properties=species:S:1:pos:R:3:forces:R:3:lowdin_spin:R:1 method="wB97M-V/def2-TZVPD" molar_mass_da=674.8 de_lowest_kcal_mol=7.1 orbital_gap_ha="0.15994 / 0.26126" homo_ev="-2.273 / -5.333" charge=-1 energy_ha=-5021.24157 spin_multiplicity=5
Cr -0.006 -0.003 0.006 -0.341 -0.243 0.230 2.906
Cl 6.639 -0.631 -1.471 -0.029 0.020 0.029 0.000
C 5.152 -0.176 -0.692 0.015 -0.031 -0.050 0.000
C 3.958 -0.632 -1.239 0.058 -0.009 -0.022 -0.001
C 2.756 -0.289 -0.642 -0.209 -0.081 -0.094 0.000
N 1.479 -0.674 -1.089 0.252 0.108 0.061 0.000
C 1.235 -1.475 -2.130 -0.230 -0.069 -0.136 0.014
O 2.011 -2.029 -2.900 0.057 -0.005 -0.002 0.026
C -0.263 -1.676 -2.325 0.257 -0.011 0.014 0.008
C -0.733 -2.441 -3.375 -0.059 -0.031 -0.014 -0.001
C -2.100 -2.591 -3.526 0.064 -0.054 -0.083 0.007
C -2.954 -1.979 -2.622 -0.041 0.051 0.093 0.000
C -2.407 -1.234 -1.595 0.013 -0.079 -0.053 0.010
N -1.090 -1.086 -1.453 -0.002 0.221 0.057 0.001
C 2.751 0.519 0.517 -0.221 0.053 0.099 0.000
C 3.948 0.966 1.051 0.057 0.024 0.019 -0.001
C 5.147 0.616 0.441 0.023 0.033 0.048 0.000
Cl 6.628 1.200 1.142 -0.029 -0.023 -0.028 0.000
N 1.469 0.793 1.029 0.267 -0.009 -0.177 -0.001
C 1.218 1.467 2.154 -0.273 0.174 0.130 0.014
O 1.988 1.998 2.947 0.065 -0.021 0.006 0.026
C -0.281 1.537 2.425 0.278 -0.031 -0.011 0.007
C -0.753 2.135 3.578 -0.059 0.010 0.042 -0.001
C -2.117 2.137 3.813 0.071 0.061 0.093 0.007
C -2.965 1.547 2.891 -0.053 -0.058 -0.098 0.000
C -2.417 0.979 1.756 0.015 0.037 0.087 0.010
N -1.104 0.975 1.531 0.006 0.003 -0.194 0.002
H 3.964 -1.251 -2.121 -0.001 0.003 0.000 0.000
H -0.006 -2.889 -4.037 -0.015 0.004 -0.008 0.000
H -2.500 -3.178 -4.343 0.003 0.002 0.006 0.000
H -4.028 -2.070 -2.703 0.004 -0.008 -0.009 0.000
H -3.033 -0.738 -0.867 0.001 0.026 -0.004 0.001
H 3.947 1.581 1.936 -0.003 -0.002 0.000 0.000
H -0.030 2.567 4.254 -0.018 0.005 0.002 0.000
H -2.517 2.591 4.712 0.003 -0.006 -0.008 0.001
H -4.035 1.519 3.038 0.004 0.005 0.012 0.000
H -3.041 0.514 1.007 -0.002 0.002 -0.016 0.001
N -0.203 -1.647 1.205 0.254 -0.351 0.232 0.159
C -0.828 -2.317 1.945 -0.053 0.139 -0.185 0.154
C -1.550 -3.088 2.819 -0.216 -0.121 0.239 0.126
C -2.170 -4.329 2.413 0.104 0.228 0.015 0.135
C -2.902 -5.057 3.310 -0.059 -0.027 0.158 0.024
C -3.078 -4.639 4.645 0.083 0.085 -0.121 0.220
C -2.468 -3.435 5.054 -0.081 -0.122 0.028 0.025
C -1.728 -2.672 4.194 0.068 -0.047 -0.220 0.133
H -2.045 -4.673 1.394 0.005 0.005 0.000 0.008
H -3.356 -5.986 2.980 0.004 0.005 0.000 -0.004
H -3.658 -5.231 5.340 -0.001 -0.002 -0.002 0.017
H -2.585 -3.100 6.080 0.003 -0.001 -0.009 -0.004
H -1.265 -1.752 4.530 0.001 -0.008 -0.010 0.008
Cl 0.414 3.808 -1.075 -0.015 -0.063 0.059 -0.008
Si -0.422 1.930 -1.447 -0.092 0.191 -0.298 -0.010
Cl -2.521 2.354 -1.473 0.092 -0.003 -0.010 -0.014
Cl -0.023 1.616 -3.492 -0.026 0.021 0.101 -0.008



44
Properties=species:S:1:pos:R:3:forces:R:3:mulliken_charge:R:1 method="wB97M-V/def2-TZVPD" molar_mass_da=391.9 de_lowest_kcal_mol=51.0 orbital_gap_ha=0.32047 homo_ev=-8.517 smiles="CC(C)(OCc1cc(-c2nccs2)n(Cc2ccccc2Cl)n1)C(=O)O" energy_ha=-1944.96440
C 0.055 3.697 -2.287 -1.712 0.585 0.623 -1.499
C 0.278 2.402 -3.107 -0.388 1.238 0.098 1.471
C -1.215 2.018 -3.699 2.701 -0.881 0.508 -1.556
O 0.887 1.315 -2.358 0.225 0.447 1.471 -0.418
C 1.720 1.612 -1.158 -0.453 -0.438 -0.363 -0.756
C 1.058 1.163 0.092 -3.613 1.770 -0.528 0.788
C -0.357 1.039 0.162 0.269 -1.182 -2.687 0.055
C -0.553 0.341 1.314 -3.896 -0.147 -1.416 0.215
C -1.762 -0.417 1.628 0.645 -0.131 2.290 -0.116
N -2.034 -0.743 2.926 0.547 0.832 -3.392 -0.362
C -3.169 -1.462 2.895 -1.978 -1.030 0.987 -0.368
C -3.767 -1.575 1.688 -0.665 -1.434 -0.636 -0.323
S -2.829 -1.021 0.352 0.502 0.805 2.589 -0.069
N 0.531 0.349 2.009 3.623 -0.050 1.945 0.823
C 0.899 -0.619 3.124 -1.467 1.115 -1.256 -1.633
C 0.973 -2.000 2.565 -2.644 -2.356 2.703 0.465
C 1.717 -2.303 1.476 -0.396 2.577 2.631 -0.149
C 1.571 -3.515 0.965 0.317 -3.647 -2.157 -0.768
C 0.811 -4.596 1.483 -0.080 1.455 -0.392 -0.651
C 0.065 -4.371 2.659 0.273 -1.017 -1.167 -0.490
C 0.158 -3.116 3.163 1.754 3.460 -0.421 0.728
Cl -0.576 -2.784 4.666 -0.543 -0.085 0.961 -0.191
N 1.542 0.948 1.265 2.032 -1.946 1.816 -1.234
C 1.262 2.524 -4.328 -1.730 -1.792 -1.582 0.094
O 1.200 1.626 -5.162 0.550 1.598 1.082 -0.555
O 2.031 3.614 -4.494 -0.433 0.379 -0.077 -0.463
H -0.650 3.585 -1.395 0.931 -0.514 -1.143 0.300
H -0.430 4.541 -2.829 0.190 -0.971 -0.382 0.401
H 0.904 4.193 -1.894 1.294 0.057 0.318 0.476
H -1.134 0.929 -3.903 -0.357 0.739 -0.182 0.345
H -1.948 2.190 -2.907 0.067 0.133 -0.249 0.389
H -1.405 2.597 -4.629 0.057 -0.428 0.793 0.430
H 2.002 2.634 -1.065 0.079 0.909 -0.336 0.344
H 2.631 1.042 -1.127 0.552 -0.346 -1.110 0.413
H -0.978 1.068 -0.752 0.107 0.065 1.037 0.058
H -3.667 -1.991 3.777 1.142 1.189 -0.997 0.296
H -4.629 -2.193 1.543 -0.363 -0.023 -0.264 0.443
H 0.180 -0.495 3.915 -0.538 -0.221 -0.060 0.596
H 1.777 -0.258 3.554 1.867 0.499 0.238 0.395
H 2.405 -1.521 1.219 0.234 -0.041 -1.093 0.581
H 2.138 -3.514 0.055 0.101 -1.469 -0.664 0.361
H 0.708 -5.523 0.926 0.238 0.128 0.134 0.370
H -0.599 -5.127 3.133 0.768 0.614 -0.424 0.386
H 2.198 3.717 -5.458 0.191 -0.442 0.756 0.380



63
Properties=species:S:1:pos:R:3:forces:R:3:mulliken_charge:R:1 method="wB97M-V/def2-TZVPD" molar_mass_da=322.5 de_lowest_kcal_mol=89.5 orbital_gap_ha=0.37850 homo_ev=-9.948 smiles=CCO.CCO.CCO.CCO.CCO.CCO.CCO energy_ha=-1085.11908
C -3.011 2.942 1.328 -1.975 0.065 0.100 -0.889
C -4.003 2.043 0.497 -0.303 1.082 3.652 -0.304
O -3.525 1.868 -0.722 1.890 -1.351 -3.859 -0.447
H -2.982 3.972 0.975 0.053 -0.076 -0.201 0.332
H -1.990 2.589 1.474 -0.192 -0.465 -0.512 -0.002
H -3.464 2.967 2.320 0.125 0.216 0.244 0.390
H -5.035 2.354 0.331 -0.255 1.292 1.057 0.385
H -4.166 1.150 1.100 0.476 -0.762 -0.025 0.246
H -4.172 1.347 -1.203 0.209 -0.042 -0.446 0.289
C -1.998 0.261 -3.668 -0.093 0.928 1.430 -0.643
C -1.497 -0.055 -5.005 0.383 -1.737 -2.630 -0.384
O -2.036 -1.352 -5.393 -0.540 -0.071 0.578 -0.576
H -1.476 -0.351 -2.933 -0.344 -0.197 0.108 -0.018
H -3.080 0.180 -3.563 0.022 -0.485 -0.214 0.275
H -1.811 1.292 -3.365 0.311 0.166 -0.212 0.387
H -0.418 -0.179 -5.090 0.278 0.453 0.575 0.317
H -1.767 0.598 -5.835 -0.239 0.638 0.411 0.324
H -1.471 -1.831 -6.004 0.171 0.336 -0.024 0.298
C 5.358 -0.067 1.482 0.371 -0.426 1.240 -1.108
C 4.272 -0.313 2.549 -1.534 -0.575 -0.142 -0.224
O 3.991 0.916 3.120 0.836 2.321 0.609 -0.537
H 5.578 -0.867 0.775 -0.561 0.018 -0.060 0.308
H 6.287 0.040 2.042 0.149 0.080 0.088 0.338
H 5.238 0.909 1.011 -0.356 -0.221 -0.243 0.390
H 4.432 -1.042 3.343 1.240 -0.283 -0.110 0.394
H 3.272 -0.634 2.259 0.032 -0.669 -1.507 0.217
H 3.202 0.938 3.667 -0.197 -0.325 0.226 0.326
C -2.201 -1.675 0.733 0.489 0.899 0.540 -0.404
C -2.663 -3.067 1.041 -0.078 -1.055 0.296 -0.577
O -1.960 -3.681 2.151 -0.532 0.370 -0.534 -0.532
H -1.206 -1.578 0.298 0.011 -0.575 -0.501 0.112
H -2.041 -1.127 1.661 -0.497 0.080 0.279 0.254
H -2.894 -1.098 0.121 -0.065 -0.141 -0.077 0.213
H -2.676 -3.706 0.158 0.665 -0.167 -0.210 0.277
H -3.716 -3.137 1.313 0.007 0.566 0.445 0.347
H -1.043 -3.853 1.924 0.046 0.066 -0.294 0.302
C 0.568 1.133 -0.138 1.683 -0.325 0.296 -0.038
C 2.031 1.623 -0.459 0.291 -0.650 -1.169 -0.651
O 2.800 2.169 0.596 -0.885 0.615 0.209 -0.466
H 0.679 0.234 0.467 -0.155 -0.090 0.233 0.067
H -0.001 0.817 -1.012 0.144 0.340 -0.196 0.147
H -0.008 1.847 0.451 0.159 0.202 -0.230 0.046
H 2.090 2.216 -1.371 -0.620 1.238 0.465 0.420
H 2.738 0.893 -0.854 -0.786 -1.465 -0.008 0.315
H 3.262 1.429 0.996 0.045 0.225 0.427 0.061
C 0.607 3.052 3.794 -1.052 -0.445 -0.164 -1.266
C 0.597 1.514 3.650 1.061 0.811 -0.177 0.328
O 1.278 1.016 4.809 0.175 -0.117 -0.055 -0.584
H 0.412 3.575 2.857 -0.244 -0.286 -0.184 0.317
H 1.525 3.515 4.153 0.136 -0.656 0.227 0.361
H -0.215 3.261 4.478 0.165 0.496 0.138 0.338
H 1.131 1.233 2.743 0.222 -0.103 -0.095 -0.163
H -0.394 1.067 3.559 -0.257 0.346 0.186 0.372
H 1.075 0.088 4.945 -0.109 -0.093 -0.055 0.310
C 0.685 -3.248 -4.041 -0.597 1.916 -0.365 -0.839
C 0.444 -2.675 -2.608 -0.027 -1.827 -1.604 0.189
O 1.075 -3.552 -1.721 0.339 -0.160 1.421 -0.550
H 0.189 -2.535 -4.699 -0.246 -0.050 -0.323 -0.028
H 0.260 -4.225 -4.274 0.031 -0.002 0.602 0.334
H 1.712 -3.199 -4.403 0.299 -0.205 0.518 0.395
H -0.621 -2.763 -2.396 -0.032 0.205 0.035 0.165
H 0.744 -1.635 -2.484 0.205 0.096 -0.168 0.008
H 2.010 -3.602 -1.932 0.052 0.034 -0.043 0.332



19
Properties=species:S:1:pos:R:3:forces:R:3:mulliken_charge:R:1 method="wB97M-V/def2-TZVPD" molar_mass_da=170.2 de_lowest_kcal_mol=6.6 orbital_gap_ha=0.20555 homo_ev=-2.069 charge=-1 energy_ha=-874.94052
C 0.488 -1.413 -0.926 -0.508 0.966 -4.660 -0.592
C -0.444 -0.408 -1.143 1.586 -0.426 2.657 -0.232
C 0.185 -1.284 1.356 1.077 -1.789 0.925 -0.330
C -3.650 -0.824 -0.211 0.168 -0.495 1.074 0.756
C 0.557 -2.224 0.262 -1.329 -1.716 -0.502 -0.041
C -1.091 0.087 0.043 -0.403 0.361 0.141 -0.323
C -0.499 2.894 -0.143 -1.416 -0.632 -0.209 -0.809
N -0.599 -0.311 1.290 -1.355 1.884 -1.316 -0.512
O -3.505 -1.398 0.780 -0.009 -0.697 0.814 -0.421
O -3.971 -0.301 -1.177 -0.505 0.741 -1.837 -0.370
S -1.937 1.619 0.063 0.941 1.084 -0.480 -0.120
H 0.918 -1.827 -1.896 0.025 0.532 1.308 0.180
H -0.373 0.223 -2.010 -0.486 -0.184 -0.567 0.342
H 0.633 -1.446 2.319 0.265 -0.303 0.648 0.414
H -0.151 -3.187 0.055 1.131 1.438 1.148 0.097
H 1.578 -2.574 0.377 0.062 -0.483 0.300 0.231
H 0.311 2.304 0.259 0.447 0.521 0.651 0.242
H -0.775 3.872 0.321 0.541 -0.922 -0.073 0.276
H -0.278 3.030 -1.203 -0.232 0.120 -0.023 0.212



47
Properties=species:S:1:pos:R:3:forces:R:3:mulliken_charge:R:1 method="wB97M-V/def2-TZVPD" molar_mass_da=528.9 orbital_gap_ha=0.15069 homo_ev=-7.052 energy_ha=-2858.90093
Sn 16.467 -12.226 21.961 -1.955 4.138 -4.334 0.835
K 13.189 -16.328 21.748 0.005 -0.534 -0.338 0.865
K 13.346 -13.381 18.480 -0.180 -0.426 0.063 0.736
B 13.207 -16.440 18.795 -0.262 -1.436 -1.705 0.778
H 13.716 -17.226 19.431 0.936 -1.264 1.127 -0.352
H 12.470 -15.857 19.377 -2.551 1.852 1.776 -0.408
H 13.938 -15.714 18.330 2.073 1.535 -0.863 -0.502
H 12.693 -16.992 17.885 -0.604 -0.265 -0.554 -0.202
B 13.413 -13.509 21.661 0.476 2.838 0.565 1.105
H 12.695 -13.757 20.859 -1.968 -1.036 -1.910 -0.340
H 13.120 -13.748 22.725 -0.692 -0.719 1.960 -0.177
H 14.446 -13.884 21.466 1.824 -0.602 -0.887 -1.133
H 13.519 -12.312 21.598 0.077 1.077 0.115 -0.357
C 19.132 -15.843 21.419 -2.083 0.227 -0.376 -0.666
C 18.215 -16.470 20.493 0.275 0.909 0.819 0.381
C 16.668 -16.379 20.849 1.433 -1.201 -0.797 0.704
O 15.893 -17.198 20.375 0.394 1.272 1.255 -0.498
C 16.316 -15.277 21.754 0.300 0.252 0.313 0.509
C 17.249 -14.557 22.463 -0.199 -3.751 -2.558 0.260
C 18.705 -14.940 22.428 1.616 -1.674 -0.963 0.125
O 19.518 -14.504 23.238 -0.293 1.562 1.198 -0.688
O 16.832 -13.511 23.120 0.844 -1.898 6.341 -0.652
O 18.534 -17.041 19.473 -0.120 -0.557 -0.549 -0.620
H 20.197 -15.974 21.287 -0.061 -0.072 0.047 0.423
H 15.270 -15.028 21.859 0.667 -0.234 0.227 -0.069
C 12.195 -9.327 20.070 0.374 -0.870 0.257 -0.745
S 10.871 -9.793 18.880 0.169 0.188 0.958 0.564
O 9.627 -9.405 19.584 -0.182 0.057 -0.463 -0.631
C 11.177 -8.729 17.426 0.229 0.102 1.942 -0.894
H 11.744 -9.396 21.061 -0.510 0.383 -0.210 0.255
H 12.748 -8.395 19.985 -0.236 0.102 -0.367 0.393
H 12.877 -10.182 20.134 0.296 0.196 -0.458 0.116
H 10.442 -9.136 16.741 0.515 0.220 -0.671 0.336
H 12.254 -8.848 17.305 -0.147 -0.380 -0.985 0.307
H 11.037 -7.674 17.660 -0.433 -0.044 0.021 0.303
O 8.187 -12.840 25.950 0.789 -0.107 0.494 -0.563
C 9.217 -12.374 25.540 -2.124 -1.586 -1.083 0.467
O 9.226 -11.078 25.154 0.908 -0.478 -0.885 -0.347
C 10.409 -10.839 24.376 0.990 0.551 0.501 -0.367
C 11.386 -11.949 24.785 1.613 -0.093 -0.951 0.362
C 10.519 -13.143 25.190 0.142 1.812 1.802 -0.452
H 10.727 -9.851 24.709 0.328 -0.054 -0.096 0.307
H 10.341 -10.775 23.288 -1.121 -0.290 0.023 0.197
H 12.123 -11.477 25.439 -0.510 -0.659 1.060 0.275
H 12.075 -12.308 24.015 -0.454 0.454 -0.586 -0.463
H 10.829 -13.636 26.113 0.090 0.128 0.042 0.273
H 10.493 -13.942 24.454 -0.676 0.370 -0.316 0.250